[1]
18
Properties=species:S:1:pos:R:3:forces:R:3:nbo_charge:R:1 method="wB97M-V/def2-TZVPD" homo_lumo_gap_ev=9.025 largest_force_ev_per_a=2.90 relative_energy_kcal_mol=74.4
C -0.1179 -2.3370 0.0685 -0.37 -2.82 -0.56 -0.68
C -1.6015 0.1943 0.9578 0.19 1.32 -1.66 -0.71
H -2.2185 2.1737 0.2992 0.21 1.07 -1.34 0.21
C 0.3012 -1.0567 -0.4733 1.76 0.36 -1.09 -0.55
H -0.4615 -3.1286 -0.7139 -0.33 1.72 0.97 0.23
C -2.2502 1.5799 1.1571 -0.43 -1.56 2.14 -0.61
H 5.2891 1.2270 0.7845 -0.98 -0.64 -0.18 0.24
H 2.0613 0.9588 1.7935 2.34 0.10 -0.27 0.25
C 3.1699 1.0102 1.5492 -0.83 -0.52 -1.00 -0.24
H 0.7296 -2.9887 0.4016 -0.09 1.09 0.25 0.24
H -2.2770 -0.5135 0.4226 0.56 0.67 0.17 0.22
H -1.4186 -0.2034 1.8996 0.42 -0.90 1.78 0.21
H -0.7859 -2.1864 0.8886 -0.70 -0.61 0.41 0.21
H -1.8235 2.1234 2.0554 -0.57 -0.58 -1.13 0.21
P -0.0217 0.5307 0.0002 -0.58 -1.82 -0.67 0.61
C 4.2444 0.9534 0.9708 -0.37 1.07 1.51 -0.26
H -3.2872 1.2874 1.3132 -0.32 0.83 0.45 0.21
H 1.0416 -1.3366 -1.2449 0.07 1.22 0.21 0.21

=====

[2]
18
Properties=species:S:1:pos:R:3:forces:R:3:nbo_charge:R:1 method="wB97M-V/def2-TZVPD" homo_lumo_gap_ev=10.199 smiles="C=C(CC)CC" largest_force_ev_per_a=5.58 relative_energy_kcal_mol=75.1
H 2.1088 -1.9518 0.6956 -1.45 -0.57 0.74 0.22
H 1.7372 -2.8886 -0.6370 -0.88 0.44 0.28 0.21
C 0.6965 -1.0566 -0.5352 -0.86 1.99 -2.03 -0.48
H -1.4346 3.2237 -0.3508 1.03 -1.23 0.15 0.20
H 0.2897 3.0589 -0.7364 -0.88 -1.30 1.34 0.21
H -0.4915 2.3813 0.8058 1.00 0.23 4.13 0.20
H 1.5979 -0.5072 -0.9145 -0.85 -0.03 -0.04 0.21
H 0.2950 -2.9705 0.5532 2.77 2.17 -0.61 0.21
C 1.1959 -2.2283 0.0987 0.98 -4.83 1.52 -0.61
C -0.8548 1.0256 -0.7463 2.60 0.89 3.50 -0.44
C -0.1433 -0.1254 0.2873 -2.94 0.48 -0.69 0.07
H -1.2386 0.5358 1.8026 -0.71 -0.29 0.95 0.20
H -0.1530 1.0400 -1.5610 -0.94 -0.81 -1.25 0.21
H -1.9487 0.8815 -0.7998 0.90 -0.33 -0.64 0.23
H 0.0939 -1.3687 -1.4336 0.42 0.62 0.59 0.21
H -0.5185 -1.2093 2.1187 0.27 -0.32 0.65 0.21
C -0.6798 -0.3406 1.5320 1.39 1.66 -3.47 -0.46
C -0.5521 2.5004 -0.1794 -1.86 1.23 -5.12 -0.60

=====

[3]
18
Properties=species:S:1:pos:R:3:forces:R:3:nbo_charge:R:1 method="wB97M-V/def2-TZVPD" homo_lumo_gap_ev=10.935 smiles=CC[C@H]1C[C@H]1C largest_force_ev_per_a=4.55 relative_energy_kcal_mol=35.0
H -2.5992 -0.6533 -0.4513 -0.31 -0.23 -0.24 0.19
C 0.9437 1.5852 0.5098 0.03 0.19 0.18 -0.41
H -2.3629 -1.9967 0.6797 0.28 0.35 0.09 0.20
H 1.6464 -1.0964 0.1645 0.00 0.09 -0.13 0.21
H 1.0165 2.6652 0.4115 0.02 -0.19 -0.03 0.21
C -0.3514 0.9164 0.1181 0.20 0.37 -0.27 -0.24
C 0.8879 0.7328 -0.7242 -0.03 -0.03 -0.23 -0.22
H -1.1061 1.5769 -0.3069 0.16 -0.03 -0.02 0.21
C -1.8475 -1.2522 0.0585 0.15 1.97 0.38 -0.61
H 0.8695 1.2821 -1.6651 0.02 -0.09 0.16 0.21
H -1.5818 0.2141 1.7427 0.08 0.04 0.16 0.21
H 2.6863 -0.4094 -1.0860 -0.17 0.00 0.05 0.21
C -0.9486 -0.1521 0.9419 -1.09 -4.27 -1.16 -0.40
H 1.4714 1.1802 1.3713 -0.11 0.01 -0.14 0.21
H 1.1974 -1.2531 -1.5409 0.06 0.12 0.12 0.21
H -1.2744 -1.7903 -0.7102 0.16 0.36 0.37 0.20
C 1.6412 -0.5773 -0.7995 -0.02 -0.06 0.04 -0.61
H -0.2884 -0.9722 1.2861 0.57 1.39 0.66 0.21

=====

[4]
18
Properties=species:S:1:pos:R:3:forces:R:3:nbo_charge:R:1 method="wB97M-V/def2-TZVPD" homo_lumo_gap_ev=9.016 largest_force_ev_per_a=0.27 relative_energy_kcal_mol=117.2
C -0.5191 -1.1515 0.0739 -0.07 0.12 -0.15 -0.35
H 1.5820 2.3898 -1.5411 -0.09 -0.09 0.10 0.22
H 1.2653 2.4385 0.2002 -0.01 -0.08 -0.13 0.21
H -0.4772 0.8497 -1.7979 0.02 0.09 0.12 0.22
H 1.7048 0.9084 -0.5782 -0.08 0.15 -0.02 0.22
C 1.1381 1.8361 -0.7056 0.05 -0.04 0.07 -0.62
H 1.0808 -0.5454 1.4948 -0.09 -0.13 -0.09 0.22
C -0.4648 -2.1107 1.2584 -0.05 -0.17 0.17 -0.38
H -0.7401 1.1739 0.1160 0.00 0.08 0.12 0.22
H -0.5510 -1.6420 -0.9023 -0.01 0.09 0.15 0.20
C -0.3281 1.5402 -0.9699 0.02 -0.02 -0.27 -0.46
H -0.9352 2.4375 -1.1301 0.07 -0.15 0.08 0.21
H -2.2101 0.0771 -0.3043 0.10 0.03 0.11 0.16
C 0.7557 -1.3638 0.8590 0.17 0.04 0.05 -0.41
H -0.9823 -1.7882 2.1554 0.07 -0.06 -0.14 0.23
C -1.3414 0.0337 0.3707 0.01 -0.14 -0.22 -0.31
H -0.5300 -3.1717 1.0374 0.02 0.18 0.00 0.22
H 1.5526 -1.9114 0.3636 -0.14 0.09 0.07 0.22

=====

[5]
18
Properties=species:S:1:pos:R:3:forces:R:3:nbo_charge:R:1 method="wB97M-V/def2-TZVPD" homo_lumo_gap_ev=11.408 smiles=CCCC1CC1 largest_force_ev_per_a=0.21 relative_energy_kcal_mol=23.8
H 1.6287 0.5279 2.6430 -0.09 -0.06 -0.11 0.21
H -1.4022 -1.5432 -1.7322 0.11 0.15 -0.03 0.21
H 0.8781 -1.5510 -0.6938 -0.07 0.13 -0.12 0.21
H 1.5128 -0.4932 -2.0389 -0.15 -0.05 0.09 0.21
C 0.6617 -0.7768 -1.4256 0.17 -0.09 0.04 -0.43
C -0.9893 0.3230 0.3088 -0.03 -0.05 -0.01 -0.39
C -0.1176 0.9445 1.4068 -0.03 0.06 0.02 -0.39
C -0.7034 -0.7743 -2.0537 -0.16 -0.06 -0.13 -0.42
H -0.1377 1.2738 -1.4762 -0.01 -0.16 0.06 0.21
H -1.9278 0.8885 0.2296 0.13 -0.09 0.01 0.21
H -0.7938 -0.5016 -3.1012 0.04 -0.02 0.18 0.21
C 1.0524 0.0607 1.8373 0.06 -0.04 0.00 -0.61
H 0.6909 -0.9084 2.2040 0.06 0.14 -0.05 0.20
H -1.2715 -0.6988 0.6035 0.06 0.12 -0.05 0.19
H 0.2633 1.9146 1.0588 -0.06 -0.12 0.04 0.19
H -0.7462 1.1592 2.2808 0.08 -0.04 -0.12 0.20
C -0.3347 0.2873 -1.0563 -0.01 0.13 0.05 -0.23
H 1.7364 -0.1321 1.0052 -0.09 0.05 0.13 0.21

=====

[6]
18
Properties=species:S:1:pos:R:3:forces:R:3:nbo_charge:R:1 method="wB97M-V/def2-TZVPD" homo_lumo_gap_ev=11.420 smiles=CC1(C)CCC1 largest_force_ev_per_a=0.45 relative_energy_kcal_mol=27.1
C -0.2491 1.5091 -1.0650 -0.01 -0.08 -0.03 -0.60
C -0.2434 -1.2674 -0.5093 0.04 -0.07 -0.14 -0.40
C 1.5686 0.2811 0.0002 0.19 0.00 0.14 -0.60
H -0.1357 -1.8554 1.6395 -0.09 -0.01 -0.25 0.20
C 0.0613 0.2527 -0.2258 -0.07 0.26 -0.06 -0.04
H 0.6815 -1.8487 -0.6350 -0.30 0.16 -0.21 0.20
H -1.7901 -1.8909 0.9977 0.11 0.12 0.08 0.21
H 0.2879 1.5476 -2.0199 -0.10 -0.15 0.08 0.21
H -0.9207 -1.5449 -1.3219 -0.10 0.27 0.17 0.21
H -1.3078 1.7370 -1.2436 0.14 -0.43 0.01 0.21
H 2.0334 -0.0141 -0.9520 0.06 0.18 0.24 0.21
H 1.8920 -0.4477 0.7517 -0.04 0.16 -0.01 0.21
C -0.8304 0.1472 1.0403 0.03 0.11 0.13 -0.40
H -1.8413 0.5394 0.8626 0.30 0.03 -0.09 0.20
H 1.9250 1.2791 0.2676 0.07 -0.11 0.12 0.20
H 0.1362 2.3509 -0.4649 -0.16 -0.17 -0.21 0.21
H -0.4453 0.6135 1.9535 -0.02 -0.16 -0.04 0.20
C -0.8222 -1.3885 0.9241 -0.05 -0.12 0.07 -0.40

=====

[7]
18
Properties=species:S:1:pos:R:3:forces:R:3:nbo_charge:R:1 method="wB97M-V/def2-TZVPD" homo_lumo_gap_ev=10.287 smiles="C=C(C)C.C=C" largest_force_ev_per_a=8.58 relative_energy_kcal_mol=99.3
H -2.4567 0.0958 -1.7792 1.15 -1.35 0.95 0.22
H 3.4733 -1.8374 0.6824 0.02 0.16 0.20 0.19
H -1.2173 -0.7870 1.7584 -0.48 -1.59 0.64 0.19
H -2.4097 -1.4678 -0.8454 -0.23 0.40 0.93 0.23
C -1.8459 -0.5540 -1.0288 -0.06 0.56 -2.50 -0.65
H 0.9318 -0.0421 0.0253 2.90 -0.43 2.44 0.20
C 1.7166 -0.5428 0.8148 2.73 0.84 -8.09 -0.40
H -0.0202 2.1460 0.2439 0.15 -1.15 -0.09 0.23
C 2.9033 -1.0246 0.2442 -1.79 2.19 1.05 -0.36
H -0.5438 0.9489 1.8928 -0.60 -2.30 -1.54 0.19
C -0.6387 1.5796 -0.4781 0.65 1.16 -1.48 -0.65
H 3.4135 -0.4747 -0.5951 -0.87 -0.78 0.75 0.19
C -0.9704 0.0642 1.2132 0.03 2.72 4.21 -0.37
H 1.2027 -1.0861 1.4571 -1.83 -2.31 3.57 0.17
H -0.0222 1.1767 -1.3425 -0.44 1.28 0.62 0.21
C -1.3192 0.3639 0.0097 0.13 0.18 -0.44 -0.03
H -1.2765 2.4117 -0.7495 -0.62 -0.19 -1.05 0.22
H -0.9207 -0.9701 -1.5229 -0.83 0.62 -0.18 0.22

=====

[8]
18
Properties=species:S:1:pos:R:3:forces:R:3:nbo_charge:R:1 method="wB97M-V/def2-TZVPD" homo_lumo_gap_ev=10.610 smiles="C1=CC1.C=C.C" largest_force_ev_per_a=0.36 relative_energy_kcal_mol=96.3
H -1.5571 -1.0674 1.8024 -0.07 0.05 -0.17 0.20
H -0.2833 1.5569 2.1478 0.06 -0.03 -0.10 0.22
C 0.9658 -0.3396 -2.1421 -0.01 -0.01 0.00 -0.86
C -1.9242 -1.4252 -0.2469 -0.07 0.05 0.20 -0.39
H 0.7301 -1.1581 -2.8270 0.04 0.11 0.09 0.21
H 1.0640 -0.9836 0.9950 0.04 0.20 0.05 0.18
H -1.4031 -2.3784 -0.2811 -0.04 0.12 0.02 0.20
H 1.0131 0.5987 -2.7011 0.01 -0.14 0.07 0.21
H -2.5340 0.2303 0.9134 0.05 -0.11 -0.03 0.19
H 2.2074 -0.2437 2.2203 -0.12 0.02 -0.12 0.18
C 1.4373 -0.0665 1.4642 0.14 -0.32 0.09 -0.44
H 1.9518 1.7867 -0.0772 -0.13 -0.10 0.11 0.23
C 1.4476 1.2177 0.6886 -0.13 0.14 0.18 -0.18
H -2.3733 -1.0854 -1.1765 0.05 -0.01 0.14 0.20
H 0.1904 -0.2669 -1.3751 0.14 -0.01 -0.14 0.22
C 0.5339 1.1236 1.5963 0.19 0.14 -0.15 -0.19
H 1.9283 -0.5325 -1.6608 -0.14 0.03 -0.09 0.21
C -2.0096 -0.7203 0.8755 -0.01 -0.15 -0.13 -0.39

=====

[9]
18
Properties=species:S:1:pos:R:3:forces:R:3:nbo_charge:R:1 method="wB97M-V/def2-TZVPD" homo_lumo_gap_ev=11.240 smiles=CC(C)C1CC1 largest_force_ev_per_a=0.92 relative_energy_kcal_mol=27.2
C -0.6545 -1.6395 0.8334 -0.05 -0.10 -0.02 -0.60
H -1.2406 -2.0454 0.0029 0.06 -0.02 0.11 0.21
H 0.3454 0.4704 2.3583 -0.04 -0.04 -0.26 0.20
C 1.0033 0.0842 1.5687 0.01 0.01 -0.01 -0.60
H -0.0571 -2.4466 1.2704 -0.11 0.07 -0.06 0.21
H 1.7041 0.8827 1.2979 -0.20 -0.10 -0.08 0.21
C 0.2080 1.5920 -1.1384 0.23 0.19 -0.03 -0.42
H -0.0923 2.6348 -1.1678 -0.14 -0.21 0.04 0.22
H -1.3883 0.9164 -2.4789 0.17 -0.27 0.15 0.21
H -1.3530 -1.2872 1.6043 0.09 -0.05 -0.15 0.20
C -0.4863 0.5626 -1.9786 0.11 -0.13 -0.14 -0.41
C 0.2364 -0.4938 0.3622 0.14 -0.13 -0.06 -0.22
H 1.5979 -0.7206 2.0216 -0.11 0.15 -0.07 0.21
H 1.0016 -0.8962 -0.3171 -0.06 -0.08 0.06 0.19
H -1.6142 0.6145 -0.2033 0.39 0.52 0.65 0.22
H 0.0701 -0.1827 -2.5393 0.12 0.17 0.12 0.21
C -0.5607 0.5035 -0.4630 -0.54 -0.12 -0.19 -0.23
H 1.2804 1.4509 -1.0332 -0.08 0.16 -0.04 0.21

=====

[10]
18
Properties=species:S:1:pos:R:3:forces:R:3:nbo_charge:R:1 method="wB97M-V/def2-TZVPD" homo_lumo_gap_ev=10.665 smiles="C=CCC.C=C" largest_force_ev_per_a=0.31 relative_energy_kcal_mol=45.5
C 0.1254 -1.7884 0.6327 0.00 -0.09 0.04 -0.60
C -0.2055 0.6211 -1.9234 -0.07 -0.23 -0.19 -0.41
C -0.1248 1.6765 1.9740 0.04 0.00 0.11 -0.40
H -1.1258 1.0652 -1.5454 0.16 -0.09 -0.04 0.19
C 0.1437 -0.6180 -1.5879 -0.08 0.16 -0.07 -0.17
H -0.0599 2.9782 0.3250 0.06 -0.17 0.00 0.19
H 0.3582 0.8894 2.5463 -0.05 0.06 -0.10 0.19
H 1.0737 -1.0421 -1.9719 -0.13 0.09 0.01 0.19
H -1.0680 2.0412 2.3767 0.17 0.02 -0.14 0.19
H 0.9879 -2.4360 0.4416 -0.08 0.12 0.01 0.20
H -0.5080 -2.2875 1.3711 0.04 -0.01 -0.09 0.21
C 0.4153 2.1625 0.8656 0.03 0.14 0.10 -0.38
H -0.9072 -2.4375 -1.1613 0.08 0.18 0.10 0.21
H -1.5950 -0.9953 -0.4193 0.12 -0.03 -0.01 0.20
H 0.3741 1.2224 -2.6208 0.01 -0.11 0.20 0.20
C -0.6485 -1.4942 -0.6570 -0.02 0.05 0.00 -0.44
H 0.4823 -0.8572 1.0789 -0.01 -0.13 -0.08 0.21
H 1.3562 1.7902 0.4593 -0.26 0.07 0.15 0.20